Entry 1:
DFT (ωB97M-V with the def2-TZVPD basis set) results for C34H39BrN4O2P2Re as an isolated structure in a non-equilibrium geometry.

The geometry in XYZ format:
```
83
C34H39BrN4O2P2Re | OMol25 | ωB97M-V with the def2-TZVPD basis set
Re 0.632 1.831 -2.385
C -0.977 2.326 -3.360
C -0.651 0.836 -3.461
C -0.142 0.340 -4.804
C 1.251 0.930 -5.113
C 1.865 1.558 -3.870
C 1.595 3.025 -3.595
C 0.708 3.767 -4.585
C -0.742 3.219 -4.563
C 1.282 1.084 0.963
H -1.903 2.558 -2.829
H -1.374 0.161 -2.998
H -0.860 0.558 -5.609
H -0.035 -0.753 -4.754
H 1.923 0.113 -5.416
H 1.242 1.640 -5.951
H 2.901 1.251 -3.711
H 2.500 3.594 -3.346
H 1.128 3.735 -5.602
H 0.700 4.828 -4.296
H -1.399 4.091 -4.460
H -1.015 2.722 -5.502
H 0.920 1.667 0.072
H 2.094 1.621 1.468
H 0.445 0.934 1.661
P 1.920 -0.428 0.353
P -1.921 -1.170 0.695
N 3.172 0.123 -0.697
N 2.713 -1.441 1.406
N -2.673 0.013 -0.156
N -3.054 -2.264 1.280
C 0.690 -1.222 -0.670
C -0.482 -2.007 0.015
C 3.604 1.443 -0.844
C 4.869 1.430 -1.405
C 5.210 0.068 -1.665
C 4.145 -0.717 -1.255
C 3.672 -1.010 2.342
C 4.447 -2.096 2.700
C 3.992 -3.229 1.945
C 2.955 -2.802 1.137
C -2.425 1.391 0.048
C -3.414 2.115 -0.567
C -4.264 1.188 -1.261
C -3.759 -0.078 -1.063
C -4.363 -2.566 0.845
C -4.847 -3.635 1.572
C -3.828 -4.022 2.501
C -2.746 -3.192 2.309
H 1.254 -1.933 -1.289
H 0.291 -0.455 -1.369
H -0.920 -2.702 -0.735
H -0.075 -2.627 0.823
H 2.994 2.275 -0.523
H 5.479 2.306 -1.578
H 6.143 -0.294 -2.074
H 3.991 -1.786 -1.295
H 3.671 0.017 2.676
H 5.262 -2.091 3.413
H 4.387 -4.234 1.978
H 2.336 -3.329 0.428
H -1.618 1.723 0.687
H -3.518 3.188 -0.534
H -5.145 1.448 -1.832
H -4.097 -1.041 -1.426
H -4.834 -1.976 0.080
H -5.808 -4.110 1.456
H -3.901 -4.826 3.217
H -1.776 -3.176 2.795
Br -1.405 2.396 3.232
C -1.659 1.037 4.532
C -2.221 1.370 5.766
C -2.093 0.503 6.861
C -1.394 -0.699 6.731
C -0.888 -1.081 5.491
C -1.111 -0.265 4.368
C -0.753 -0.841 3.070
O 0.072 -1.719 2.882
O -1.532 -0.348 1.999
H -2.750 2.310 5.882
H -2.555 0.761 7.811
H -1.223 -1.339 7.597
H -0.306 -1.993 5.364
```

Properties
**Electronic energy**: -5022.7252 Ha
**Max |F|**: 6.2 eV/A
**Net charge**: +2
**Energy relative to the best compared isomer or geometry (same formula, charge and spin)**: 0.0 kJ/mol
**Spin multiplicity**: 4
**<S²>**: 3.78
**E_HOMO (alpha / beta)**: -10.56 / -13.35 eV

Entry 2:
DFT (ωB97M-V with the def2-TZVPD basis set) results for C34H39CaN9O2SSe as an isolated structure.

The geometry in XYZ format:
```
87
C34H39CaN9O2SSe | OMol25 | ωB97M-V with the def2-TZVPD basis set
Ca -0.210 0.536 1.882
N 3.011 0.707 0.260
C 3.256 0.746 1.569
N 4.534 0.811 1.949
C 4.723 0.902 3.256
N 5.985 0.984 3.707
N 3.746 0.936 4.188
C 2.527 0.854 3.695
N 2.193 0.750 2.413
C 1.422 0.871 4.717
C 1.728 0.960 6.068
C 0.689 0.966 6.983
C -0.615 0.883 6.527
C -0.829 0.795 5.160
N 0.166 0.789 4.278
H 3.798 0.554 -0.347
H 2.091 0.505 -0.084
H 6.746 0.875 3.063
H 6.150 0.952 4.696
H 2.761 1.020 6.372
H 0.896 1.033 8.043
H -1.457 0.882 7.204
H -1.828 0.721 4.745
C -2.732 -0.307 -1.877
N -2.483 -0.651 -0.493
C -3.215 -0.216 0.524
N -4.269 0.577 0.268
S -2.875 -0.713 2.122
H -2.012 -0.838 -2.497
H -2.604 0.763 -2.062
H -3.739 -0.611 -2.171
H -1.645 -1.189 -0.251
H -4.311 1.099 -0.596
H -4.696 0.997 1.076
C 1.378 2.532 -7.270
C 1.047 1.831 -5.985
C 1.044 0.444 -5.930
C 0.758 -0.224 -4.750
C 0.443 0.499 -3.615
C 0.433 1.891 -3.659
N 0.132 2.596 -2.456
C -1.157 3.009 -2.186
C -2.018 3.386 -3.233
C -3.282 3.868 -2.975
C -3.747 4.003 -1.668
C -2.928 3.600 -0.634
C -1.652 3.079 -0.859
C -0.959 2.482 0.326
O -1.546 2.413 1.429
O 0.189 1.939 0.171
C 0.757 2.574 -4.830
C 0.811 4.073 -4.867
H 1.592 1.818 -8.063
H 2.250 3.181 -7.157
H 0.556 3.169 -7.605
H 1.279 -0.118 -6.825
H 0.776 -1.305 -4.715
H 0.209 -0.008 -2.686
H 0.555 2.200 -1.621
H -1.679 3.286 -4.253
H -3.914 4.152 -3.807
H -4.729 4.411 -1.469
H -3.259 3.652 0.395
H 0.636 4.496 -3.881
H 0.071 4.491 -5.555
H 1.788 4.414 -5.217
C -0.538 -7.429 2.604
C -0.339 -6.056 2.025
C -0.251 -5.854 0.657
C -0.037 -4.595 0.107
C 0.063 -4.464 -1.386
C 0.093 -3.484 0.950
Se 0.536 -1.785 0.194
C -0.035 -3.666 2.333
C 0.040 -2.506 3.286
C -0.234 -4.939 2.846
H -0.816 -8.142 1.829
H -1.322 -7.432 3.361
H 0.375 -7.794 3.078
H -0.349 -6.703 -0.010
H -0.152 -5.418 -1.867
H 1.058 -4.134 -1.691
H -0.631 -3.711 -1.763
H -0.609 -1.699 2.933
H 1.057 -2.115 3.380
H -0.314 -2.796 4.276
H -0.329 -5.058 3.920
```

Properties
**Electronic energy**: -5439.8688 Ha
**Max |F|**: 0.8 eV/A
**Energy relative to the best compared isomer or geometry (same formula, charge and spin)**: 0.0 kJ/mol
**Spin multiplicity**: 1
**E_HOMO**: -6.71 eV

Entry 3:
DFT (ωB97M-V with the def2-TZVPD basis set) results for C34H39ClNO8RuSSb2Se4 as an isolated structure in a non-equilibrium geometry.

The geometry in XYZ format:
```
91
C34H39ClNO8RuSSb2Se4 | OMol25 | ωB97M-V with the def2-TZVPD basis set
Ru 0.319 -0.315 -0.064
Se 5.572 -1.954 -1.668
Sb 4.213 -0.214 -2.520
Se 2.435 -0.259 0.982
Se 1.357 0.313 -2.273
Se 5.082 2.005 -2.581
O -1.187 0.861 3.513
Cl -2.112 0.930 2.417
O -2.986 -0.201 2.416
O -2.874 2.149 2.473
O -1.350 0.957 1.158
O -0.444 -1.701 1.686
C -0.228 -2.821 2.111
C 1.015 -3.602 1.803
C 1.845 -3.612 3.115
C 1.596 -2.426 4.078
C 0.385 -2.565 5.020
C -0.975 -2.445 4.325
N -0.994 -3.323 3.149
H 1.543 -3.103 0.995
H 0.763 -4.611 1.472
H 2.899 -3.614 2.836
H 1.667 -4.544 3.664
H 1.514 -1.503 3.499
H 2.489 -2.310 4.698
H 0.450 -1.808 5.806
H 0.446 -3.542 5.519
H -1.157 -1.430 3.976
H -1.790 -2.716 4.999
H -0.702 -4.263 3.385
C -3.656 3.249 -3.732
C -2.219 3.407 -4.156
C -1.961 4.314 -5.184
C -0.684 4.533 -5.676
C 0.372 3.823 -5.137
C 0.134 2.914 -4.115
C -1.143 2.687 -3.604
Sb -1.243 1.481 -1.776
C -3.271 0.769 -1.786
C -4.107 0.948 -0.694
C -5.363 0.353 -0.673
C -5.768 -0.437 -1.736
C -4.907 -0.654 -2.804
C -3.644 -0.072 -2.841
C -2.702 -0.392 -3.969
C -1.307 3.331 -0.654
C -2.551 3.896 -0.390
C -2.678 5.109 0.270
C -1.538 5.777 0.680
C -0.296 5.220 0.423
C -0.149 4.001 -0.238
C 1.239 3.478 -0.477
H -4.259 4.049 -4.164
H -3.780 3.277 -2.653
H -4.069 2.297 -4.069
H -2.796 4.868 -5.602
H -0.523 5.257 -6.466
H 1.385 3.970 -5.490
H 0.979 2.374 -3.708
H -3.783 1.519 0.166
H -6.002 0.487 0.191
H -6.740 -0.916 -1.721
H -5.203 -1.313 -3.614
H -3.124 -1.158 -4.621
H -1.755 -0.781 -3.583
H -2.470 0.490 -4.572
H -3.455 3.382 -0.684
H -3.662 5.513 0.471
H -1.611 6.719 1.210
H 0.600 5.735 0.751
H 1.978 4.164 -0.061
H 1.455 3.358 -1.540
H 1.398 2.502 -0.013
C -3.075 -4.380 -6.681
C -2.615 -4.016 -5.294
C -1.272 -3.758 -5.039
C -0.837 -3.423 -3.765
C -1.753 -3.342 -2.728
C -3.096 -3.594 -2.962
C -3.519 -3.930 -4.239
S -1.236 -2.867 -1.092
O 0.210 -2.637 -1.190
O -1.618 -3.961 -0.224
O -1.935 -1.606 -0.839
H -2.637 -5.326 -7.008
H -2.782 -3.619 -7.408
H -4.160 -4.482 -6.721
H -0.555 -3.808 -5.851
H 0.203 -3.198 -3.563
H -3.803 -3.507 -2.146
H -4.572 -4.118 -4.422
```

Properties
**Electronic energy**: -13015.0024 Ha
**Max |F|**: 1.2 eV/A
**Net charge**: -2
**Energy relative to the best compared isomer or geometry (same formula, charge and spin)**: 119.8 kJ/mol
**Spin multiplicity**: 6
**<S²>**: 8.88
**E_HOMO (alpha / beta)**: -1.57 / -2.36 eV

- energy relative to the best compared isomer or geometry (same formula, charge and spin) of number 2 (C34H39CaN9O2SSe)?
  0.0 kJ/mol

- Among the records above, which one has the highest max |F|?
  C34H39BrN4O2P2Re

- What is the energy relative to the best compared isomer or geometry (same formula, charge and spin) in the third record?
  119.8 kJ/mol

- Look up the electronic energy of the second one.
  -5439.8688 Ha